[1]
{
  "formula": "C39H53BMgN10O3S4",
  "method": "wB97M-V/def2-TZVPD",
  "symbols": ["H", "C", "H", "H", "H", "N", "H", "C", "O", "H", "C", "H", "H", "H", "H", "C", "H", "H", "C", "S", "C", "C", "H", "H", "H", "H", "N", "H", "H", "C", "C", "S", "H", "C", "C", "N", "H", "N", "C", "H", "S", "H", "H", "C", "C", "H", "H", "C", "H", "H", "H", "C", "C", "H", "H", "H", "C", "H", "C", "H", "H", "C", "C", "H", "H", "C", "N", "H", "H", "O", "N", "C", "H", "H", "C", "N", "H", "H", "C", "N", "H", "C", "C", "N", "C", "C", "H", "H", "C", "C", "H", "C", "C", "H", "H", "N", "H", "Mg", "C", "C", "C", "C", "H", "B", "O", "H", "C", "H", "H", "C", "S"],
  "xyz": [[3.972, 3.746, -2.178], [-0.914, -3.286, -1.590], [-0.501, -3.826, 5.194], [-1.501, 3.069, 5.205], [-5.731, 1.426, -2.458], [-0.648, 3.192, 0.567], [-0.227, 4.299, 5.033], [0.137, -3.211, 4.571], [0.063, -2.468, -1.566], [-3.033, 0.128, 4.084], [-1.956, -3.038, -0.497], [2.444, -2.935, -2.401], [4.113, 0.020, -1.866], [2.141, 2.462, 4.944], [0.019, 2.902, 6.075], [4.801, 1.999, -3.631], [5.330, 2.089, -2.682], [-0.543, 4.585, -1.128], [1.688, -1.718, 3.030], [1.040, 1.094, 1.110], [-2.431, 1.727, -1.667], [-2.340, -0.872, 2.341], [1.872, 3.779, 3.795], [4.796, -2.490, -1.679], [-3.053, 2.554, -4.749], [-0.878, -3.671, 2.728], [-0.398, 2.814, 2.708], [0.322, 0.314, 3.496], [3.242, -0.272, 4.538], [1.705, 2.716, 3.976], [-1.447, 4.080, 1.251], [0.376, 0.479, -2.539], [4.705, 2.985, -4.086], [-4.408, -1.411, 3.469], [-4.018, -3.651, 0.529], [-3.061, 1.507, -2.858], [-1.438, -0.283, 2.234], [2.603, 2.115, -2.551], [3.692, -0.072, -2.868], [4.245, -2.304, 0.962], [2.280, -3.061, -0.052], [-1.141, 0.773, 4.379], [-4.484, -0.518, -1.401], [2.991, 3.339, -2.037], [1.307, 1.876, -2.180], [-1.751, 4.354, 3.402], [2.318, -1.092, 2.407], [-3.104, -3.861, -0.452], [0.399, 0.658, 5.233], [-1.271, 4.164, -3.457], [4.394, -0.615, -3.506], [3.886, -3.316, 0.770], [2.929, -3.567, -1.663], [3.723, -3.825, 1.718], [2.204, 2.145, 3.197], [-5.097, -1.214, 4.280], [-4.679, -2.388, 2.556], [-6.100, 0.327, -3.796], [-2.608, -1.869, 1.375], [5.843, -3.916, 0.060], [-3.203, -4.622, -1.212], [0.207, 2.415, 4.011], [1.886, -1.788, 4.421], [-5.581, -2.983, 2.628], [2.637, 2.220, -5.251], [-0.069, 0.943, 4.289], [-1.716, -2.070, 0.355], [2.562, -4.585, -1.807], [1.807, 0.729, -4.763], [-1.064, -4.248, -2.327], [1.109, -2.537, 5.190], [-4.071, -0.764, -2.374], [-4.920, -4.248, 0.598], [4.905, -4.100, -2.388], [-5.390, 1.069, -3.430], [0.713, -2.372, 2.438], [-4.125, -0.907, -4.975], [-4.710, -1.503, -2.862], [3.451, 1.306, -3.468], [-1.643, 2.814, -1.830], [-5.387, 1.910, -4.126], [4.795, -4.062, -0.203], [-2.671, 2.497, -3.748], [0.888, 2.963, -1.498], [-1.297, 3.859, 2.568], [-0.032, 2.395, 1.458], [2.841, -1.013, 6.017], [-3.087, -1.204, -2.221], [4.448, -3.519, -1.586], [-1.801, 3.295, -3.113], [4.594, -5.135, -0.163], [-0.425, 3.233, 5.136], [2.774, 1.221, -4.835], [5.410, 1.387, -4.296], [1.819, 4.784, -0.868], [2.911, -1.093, 5.016], [-2.054, 4.797, 0.731], [0.157, -0.911, -0.328], [-4.002, 0.442, -3.306], [-3.506, -0.067, -4.664], [-0.073, -3.132, 3.210], [-3.225, -0.650, 3.356], [-3.564, 0.689, -5.446], [-0.511, 3.385, -0.971], [2.135, -1.539, -0.056], [2.763, -0.625, -2.793], [1.933, 3.850, -1.388], [-2.473, -0.407, -4.584], [3.408, 0.649, -5.515], [-3.783, -2.640, 1.491], [-2.591, 0.905, -0.196]],
  "mulliken_charge": [0.54, -0.05, 0.43, 0.45, 0.37, 0.42, 0.53, -0.60, -0.65, 0.47, -0.16, 0.19, 0.52, 0.48, 0.44, -2.41, 0.47, -0.27, -0.33, 0.03, -0.13, 1.55, 0.40, 0.05, 0.55, 0.55, 0.62, -0.54, 0.22, -1.75, -1.24, -0.22, 0.60, -1.26, -1.20, 0.65, 0.00, 0.47, -1.48, 0.23, 0.65, -0.29, 0.47, -0.61, -0.19, 0.56, 0.53, -0.89, 0.61, 0.59, 0.47, -0.63, -0.89, 0.44, 0.24, 0.40, -0.78, 0.44, -1.44, 0.42, 0.59, 1.53, 0.18, 0.43, 0.43, -0.07, 1.37, 0.56, 0.25, -0.82, -0.71, -2.30, 0.43, 0.43, -1.76, 0.58, 0.48, 0.69, 1.67, -0.14, 0.38, -0.87, -0.33, 0.42, -0.65, -0.52, 0.31, 0.40, -0.21, -1.35, 0.32, -2.32, -1.70, 0.40, 0.67, -0.45, 0.64, 2.19, 1.52, -1.70, -0.60, -0.90, 0.45, 1.32, -1.10, 0.03, -1.21, 0.28, 0.47, 1.29, -0.04],
  "e_above_lowest_kj_mol": 0.0,
  "multiplicity": 1,
  "total_energy_ev": -111818.9361,
  "gap_ev": 7.022
}



[2]
{
  "formula": "C5H11ClN2",
  "method": "wB97M-V/def2-TZVPD",
  "symbols": ["C", "H", "H", "H", "H", "H", "H", "H", "H", "H", "C", "N", "C", "H", "C", "C", "N", "Cl", "H"],
  "xyz": [[2.361, -0.664, 1.239], [-1.715, -2.195, -1.322], [1.629, -0.093, 2.106], [-2.251, -0.705, 1.384], [-3.411, -0.704, -0.206], [-1.490, -0.524, -1.650], [2.350, -1.939, 1.073], [0.281, -2.055, 0.318], [2.104, 2.216, -0.818], [3.529, 0.699, -1.407], [-2.278, -0.595, 0.250], [0.061, -1.178, -0.198], [2.016, 0.098, -0.114], [3.395, 1.499, 0.363], [2.817, 1.285, -0.627], [-1.318, -1.166, -0.683], [0.867, -0.210, -0.790], [-2.117, 1.191, 0.303], [3.481, -0.479, 1.530]],
  "nbo_charge": [-0.72, 0.20, 0.26, 0.24, 0.22, 0.25, 0.23, 0.39, 0.26, 0.25, -0.39, -0.52, 0.20, 0.21, -0.68, -0.28, -0.24, -0.10, 0.23],
  "smiles": "CC(C)=NNCCCl",
  "e_above_lowest_kj_mol": 458.7,
  "multiplicity": 1,
  "total_energy_ev": -20861.1385,
  "gap_ev": 8.745
}



[3]
{
  "formula": "C31H90N12O11",
  "method": "wB97M-V/def2-TZVPD",
  "symbols": ["H", "O", "O", "H", "H", "H", "H", "C", "H", "H", "N", "H", "H", "H", "H", "N", "H", "H", "H", "C", "H", "H", "H", "H", "H", "H", "C", "H", "H", "C", "H", "H", "H", "H", "H", "C", "H", "H", "H", "C", "H", "H", "H", "H", "H", "N", "H", "N", "O", "N", "H", "C", "C", "N", "H", "C", "H", "H", "C", "C", "N", "H", "H", "C", "H", "C", "H", "H", "H", "C", "H", "C", "H", "H", "H", "C", "H", "H", "C", "H", "H", "O", "H", "H", "H", "H", "H", "O", "O", "C", "O", "H", "H", "O", "H", "N", "C", "C", "H", "H", "H", "C", "H", "H", "H", "H", "H", "H", "N", "H", "H", "H", "C", "C", "C", "N", "C", "N", "H", "N", "H", "H", "C", "C", "C", "H", "C", "O", "H", "H", "H", "H", "O", "H", "H", "H", "H", "H", "C", "H", "O", "H", "C", "H"],
  "xyz": [[4.113, 1.941, 1.571], [-6.993, -0.968, 0.707], [0.696, 0.627, 4.129], [6.738, 0.719, 3.476], [-2.919, 4.552, 1.695], [7.184, -0.967, 3.072], [0.524, -5.224, 4.099], [-1.306, 4.719, 0.227], [2.399, -1.163, -2.991], [-0.279, 6.480, 0.213], [-2.905, -0.274, -4.136], [4.209, -1.398, -1.482], [-2.610, 6.176, 1.201], [-0.538, 1.147, -0.029], [3.146, -3.235, -0.391], [3.466, 2.691, 1.231], [0.002, 0.812, -5.043], [-8.780, -1.157, 1.715], [2.338, 1.056, -5.415], [-1.099, -4.312, 2.979], [2.277, -3.131, 5.243], [-0.499, 0.621, 2.399], [4.971, 2.273, -4.560], [2.121, -4.508, -1.763], [3.088, -3.318, 1.423], [-0.936, 3.713, 0.474], [-1.938, 3.422, -3.075], [3.019, 3.154, 1.994], [-0.854, -0.118, 6.039], [-6.251, -0.050, -0.032], [-4.247, 1.127, 2.499], [-5.534, -0.649, -0.583], [-0.161, -3.735, 4.940], [5.379, 2.628, -7.423], [-2.722, -5.481, 2.585], [-5.021, 2.117, -0.009], [-2.723, -0.474, -3.142], [-8.352, 0.448, 1.612], [-2.553, -0.010, 3.700], [-1.956, -5.525, 3.391], [-6.941, 0.396, -0.798], [4.118, -0.218, -4.203], [-1.718, -3.400, 3.163], [-5.816, 2.660, -0.599], [3.750, 0.674, -2.931], [3.356, 0.318, -3.815], [-2.311, 2.407, -2.922], [-0.131, 5.492, 0.014], [5.403, -0.193, 2.115], [-1.645, -0.430, 5.480], [1.419, 0.589, -1.347], [-1.790, 1.810, 4.607], [1.522, -2.985, -3.095], [-0.700, -4.326, 1.527], [0.694, -2.404, -3.503], [5.706, 1.640, -7.044], [-5.071, -0.242, 2.377], [-0.210, -0.959, 3.240], [-5.593, 1.042, 0.843], [-2.226, 4.503, -0.975], [-2.618, -3.167, -1.418], [-1.457, 0.292, -1.332], [-2.728, 4.080, -3.489], [4.012, -1.578, 0.615], [5.828, 0.894, -7.842], [1.191, -4.090, -2.148], [-4.494, 2.838, 0.647], [5.700, -2.188, 1.711], [-1.078, 2.166, 5.345], [4.221, 2.002, -5.269], [-2.986, 3.769, -0.707], [6.310, -0.273, 3.263], [3.883, 2.919, -5.818], [-1.303, 3.482, -3.933], [-2.389, -5.355, 4.367], [0.138, -4.209, 3.952], [-1.465, -1.415, 5.441], [0.871, -0.782, 0.324], [-3.005, -2.029, -0.844], [2.953, 2.888, -3.092], [-4.337, 1.643, -0.685], [2.882, 1.214, -0.338], [-2.729, 5.458, -1.250], [-1.419, -6.471, 3.363], [3.045, -2.763, 3.693], [-1.604, 5.418, 2.341], [6.598, 1.790, -6.367], [-3.073, -0.944, -1.388], [4.750, 1.074, -6.215], [-0.483, 0.348, -0.795], [2.394, -2.037, -2.489], [0.135, -1.589, -1.032], [-8.908, -0.472, 0.189], [0.526, 0.739, -1.767], [2.342, 1.323, 3.216], [-3.250, -2.051, 0.464], [1.901, 0.368, 3.489], [2.976, 1.419, -4.611], [-2.804, 2.132, 4.857], [4.590, -0.072, -0.646], [2.525, -0.195, 4.188], [4.904, -1.461, 1.828], [1.726, -0.246, 2.595], [-3.838, 0.005, -4.251], [0.155, 5.383, -0.928], [-0.254, -5.197, 1.386], [0.942, 2.685, -0.639], [5.805, -0.628, 4.144], [-0.727, 0.248, -4.533], [2.048, 3.370, -4.504], [1.318, 2.306, -3.336], [-1.490, 2.330, 3.688], [-1.691, 0.319, 4.253], [2.235, 2.562, -3.857], [-8.289, -0.487, 1.081], [-4.602, 0.468, 1.825], [3.678, -3.064, 0.533], [1.639, 3.093, -0.034], [4.606, -3.627, 0.431], [4.676, -1.075, -0.623], [-0.096, -3.555, 1.326], [-3.603, -1.151, 0.843], [2.386, -3.457, 4.223], [-2.020, 0.448, -4.904], [-0.095, -0.910, -0.215], [0.660, -3.673, -1.270], [-0.391, 0.099, 3.395], [-2.335, 1.157, -5.822], [-2.386, -4.056, -0.960], [1.404, 3.874, 0.555], [-0.463, -0.040, -3.620], [3.081, -1.035, 0.875], [-1.353, 4.002, -1.933], [-0.851, -1.325, 0.424], [-3.264, -2.887, 0.994], [-2.418, -3.073, -2.448], [4.254, -1.762, 2.672], [-6.387, 1.458, 1.478], [2.671, 2.265, 0.245], [2.022, -3.402, -3.992], [1.183, -3.429, 3.387], [2.707, -4.498, 4.188], [-2.126, 5.196, 1.400], [0.627, -4.911, -2.560]],
  "mulliken_charge": [0.15, -0.41, -0.52, 0.26, 0.29, 0.29, 0.55, 1.83, 0.16, 0.26, -0.31, 0.31, 0.40, -1.20, -0.22, -0.65, 0.14, 0.34, 0.34, 0.70, 0.36, -0.33, 0.47, 0.32, 0.24, -0.74, -0.76, 0.31, 0.36, -0.42, 0.16, -0.18, 0.27, 0.28, 0.40, -1.26, 0.27, 0.30, -0.07, -1.63, 0.48, 0.34, 0.01, 0.22, -0.07, -0.29, 0.08, -0.62, -0.20, -0.65, -0.97, -1.15, 0.08, -0.21, 0.02, -0.68, 0.28, -0.26, 0.63, -0.09, -0.27, -0.91, 0.46, 2.17, 0.23, -0.98, 0.09, 0.50, 0.26, -0.96, -0.27, -0.87, 0.46, 0.30, 0.39, -1.01, 0.19, -0.66, 0.56, 0.32, 0.07, -0.23, 0.33, 0.39, -0.52, 0.45, 0.28, -0.78, -0.29, 1.84, -0.29, -0.30, 0.31, 2.50, 0.12, -0.12, 0.01, 0.07, 0.39, 0.35, 0.19, -0.54, -0.15, 0.25, 0.23, 0.27, -0.24, 0.35, -0.12, 0.61, -0.18, 0.12, 0.36, -1.13, -0.79, -0.51, -1.17, 0.04, 0.52, -0.88, -0.15, -0.12, -0.30, 0.34, 0.38, 0.04, 1.02, -0.68, 0.18, 0.23, -0.18, -1.02, -0.27, 0.48, 0.02, 0.26, -0.31, 0.44, 0.17, 0.38, 0.16, 0.43, -1.76, 0.45],
  "smiles": "COC[C@H](C)N.COC[C@H](C)N.COC[C@H](C)N.COC[C@H](C)N.COC[C@H](C)N.COC[C@H](C)N.NC(N)=O.NC(N)=O.NC(N)=O.CCO.CCO",
  "e_above_lowest_kj_mol": 42.5,
  "multiplicity": 1,
  "total_energy_ev": -74009.7968,
  "gap_ev": 8.960
}